C20H40N5O6 | ωB97M-V with the def2-TZVPD basis set

Structure (XYZ):
```
71
Properties=species:S:1:pos:R:3:forces:R:3:mulliken_charge:R:1
C -0.922 0.073 -0.029 -0.1 -1.1 -1.1 -0.608
C -1.233 -1.285 0.700 0.6 2.0 0.0 0.598
O -1.335 -1.333 1.886 -0.5 -0.5 -0.3 -0.501
N -1.342 -2.459 -0.182 1.5 -0.2 0.0 0.325
C -1.866 -3.656 0.512 -2.3 -1.6 0.3 0.489
C -3.293 -4.148 0.066 -0.2 1.4 0.5 -1.039
O -1.320 -4.248 1.392 0.9 0.6 -0.5 -0.435
C 0.002 -2.705 -0.716 -2.4 0.5 -0.8 0.276
C 0.089 -2.694 -2.178 4.4 -0.8 0.6 -0.224
C 1.482 -2.902 -2.647 -3.0 0.5 3.0 -0.578
C 2.412 -3.068 -1.553 1.7 -0.3 -1.9 -0.120
N 2.158 -3.068 -0.233 -0.6 0.1 -2.4 -0.006
N 0.940 -2.863 0.211 -0.3 0.0 -0.7 -0.329
H -1.867 0.690 -0.098 1.2 -0.6 0.3 0.100
H -0.058 0.609 0.424 -0.9 -0.4 0.1 0.337
H -0.631 -0.141 -1.098 -0.4 0.3 0.9 0.113
H -3.866 -3.287 -0.376 0.6 -1.0 0.0 0.268
H -3.853 -4.418 1.000 0.7 0.0 -0.8 0.340
H -3.249 -5.034 -0.608 0.1 0.8 0.4 0.297
H -0.754 -2.535 -2.878 0.5 -0.1 0.9 0.467
H 1.753 -2.893 -3.722 0.1 -0.1 1.1 0.440
H 3.484 -3.220 -1.838 -1.0 0.1 0.5 0.452
H 2.908 -3.223 0.457 -0.4 0.3 -0.2 0.280
C -6.372 4.983 -2.824 -0.1 -0.2 0.1 -0.718
O -6.751 3.649 -3.123 0.2 0.3 -0.1 -0.342
C -6.493 3.277 -4.475 -0.2 -0.5 0.0 -0.815
C -5.393 2.227 -4.537 0.1 0.4 0.2 -0.162
N -4.095 2.802 -4.186 -0.1 -0.3 0.0 -0.294
C -3.046 1.807 -3.987 0.0 0.3 0.2 -0.981
C -3.210 0.832 -2.815 0.4 -0.1 -0.2 0.144
O -3.132 1.448 -1.536 -0.4 -0.1 -0.3 -0.365
C -4.365 1.977 -1.058 0.2 0.2 0.3 -0.658
H -6.726 5.216 -1.820 0.0 -0.1 0.0 0.240
H -5.284 5.096 -2.840 0.0 0.2 -0.1 0.307
H -6.829 5.687 -3.525 0.1 0.0 0.0 0.344
H -6.258 4.143 -5.102 0.1 0.0 0.1 0.406
H -7.416 2.833 -4.860 0.0 0.0 0.0 0.402
H -5.343 1.817 -5.550 0.0 0.0 0.0 0.387
H -5.668 1.418 -3.850 -0.2 -0.1 -0.1 0.163
H -4.194 3.335 -3.331 0.0 0.0 -0.1 0.067
H -2.116 2.362 -3.830 0.0 -0.1 0.0 0.422
H -2.917 1.235 -4.912 -0.1 0.0 0.0 0.417
H -2.365 0.134 -2.858 0.0 0.0 0.0 -0.116
H -4.112 0.217 -2.899 -0.1 0.1 0.1 0.348
H -5.227 1.407 -1.410 0.0 0.1 -0.1 0.341
H -4.462 3.027 -1.337 -0.2 0.0 0.0 0.176
H -4.346 1.934 0.033 0.1 -0.1 -0.1 0.337
C 3.120 -0.755 1.883 0.1 -0.2 0.3 -0.898
O 4.348 -1.425 2.110 -0.4 0.0 -0.5 -0.390
C 5.477 -0.746 1.551 0.6 -0.2 0.2 -0.766
C 6.380 -0.210 2.653 -0.4 0.2 0.1 -0.312
N 5.749 0.902 3.358 0.1 -0.2 -0.1 -0.325
C 6.451 1.303 4.578 -0.3 0.1 0.1 -0.672
C 6.511 0.289 5.726 0.1 0.4 0.2 -0.480
O 5.249 0.012 6.316 0.2 -0.2 -0.3 -0.419
C 4.502 -1.007 5.675 -0.2 0.2 0.3 -0.504
H 2.313 -1.407 2.226 0.0 0.0 0.1 0.283
H 3.068 0.178 2.449 -0.1 0.1 -0.2 0.400
H 2.978 -0.552 0.815 0.0 0.2 0.0 0.434
H 5.177 0.048 0.859 -0.1 0.0 0.2 0.392
H 6.038 -1.490 0.977 0.0 0.0 0.0 0.411
H 7.321 0.130 2.212 0.0 0.0 0.0 0.408
H 6.599 -1.040 3.336 0.1 -0.2 -0.2 0.195
H 4.804 0.637 3.608 0.1 0.0 0.0 0.065
H 5.941 2.196 4.950 0.1 0.0 0.1 0.371
H 7.469 1.609 4.318 0.0 -0.1 0.0 0.398
H 7.114 0.739 6.519 0.0 0.0 0.0 0.351
H 7.025 -0.637 5.446 -0.1 -0.1 -0.1 0.342
H 5.141 -1.769 5.220 0.0 0.1 -0.1 0.259
H 3.832 -0.575 4.926 0.0 -0.2 -0.2 0.144
H 3.877 -1.488 6.429 0.1 0.0 0.0 0.318
```
Forces are in eV/Å.

As for the net charge: +1. Its HOMO energy is -10.57 eV. As for the frontier orbital gap: 5.0 eV. The energy above the lowest of the compared OMol25 structures with the same formula, charge and spin is 0.00 kcal per mole.


C5H6N4 | ωB97M-V with the def2-TZVPD basis set

Structure (XYZ):
```
15
Properties=species:S:1:pos:R:3:forces:R:3:nbo_charge:R:1
C 1.140 -2.501 -0.678 0.0 -0.8 0.1 -0.243
C 1.320 -1.214 -1.031 0.3 -1.8 0.1 -0.247
C -0.019 -2.478 0.266 0.1 -0.1 0.3 0.090
C 0.345 -0.438 -0.336 -1.3 1.3 2.0 0.317
C -0.878 2.820 0.517 3.1 1.7 -4.5 -0.436
N -1.653 0.801 1.133 -1.4 -1.1 0.7 -0.112
N 0.211 0.843 -0.236 2.0 -0.4 -2.5 -0.232
N -0.431 -1.253 0.478 -0.2 -3.1 0.2 -0.430
N -0.800 1.362 0.483 -1.4 1.5 1.7 -0.017
H 1.763 -3.403 -0.962 -1.0 1.4 0.3 0.232
H 2.051 -0.952 -1.708 1.3 1.2 -1.2 0.228
H -0.429 -3.410 0.761 0.4 1.5 -0.4 0.205
H -1.766 3.269 0.144 -1.3 -0.7 -0.8 0.218
H -0.061 3.211 -0.234 -1.3 -0.6 1.6 0.207
H -0.792 3.343 1.402 0.9 0.0 2.5 0.220
```
Forces are in eV/Å.

Its HOMO energy (alpha / beta) is -7.38 / -8.03 eV. As for the frontier orbital gap (alpha / beta): 6.0 / 6.6 eV. The energy above the lowest of the compared OMol25 structures with the same formula, charge and spin is 116.93 kcal per mole.


C16H23NO2 | ωB97M-V with the def2-TZVPD basis set

Structure (XYZ):
```
42
Properties=species:S:1:pos:R:3:forces:R:3:nbo_charge:R:1
C 0.942 3.117 1.648 0.1 -0.1 -0.2 -0.610
C 1.167 2.816 0.170 -0.1 0.2 0.0 -0.405
C -0.135 2.558 -0.589 0.2 -0.2 0.1 -0.397
C -0.711 1.171 -0.297 0.0 0.3 -0.1 -0.235
N 0.227 0.125 -0.671 0.0 -0.1 0.1 -0.437
C 0.197 -0.213 -2.087 -0.1 -0.3 0.1 -0.262
C -1.047 -0.919 -2.527 -0.3 0.9 -0.3 0.252
C -2.232 -0.455 -3.016 0.6 -0.1 0.2 -0.304
C -3.068 -1.589 -3.184 0.2 -0.5 0.2 -0.324
C -2.338 -2.666 -2.782 -0.9 0.1 -0.3 0.286
C -2.661 -4.116 -2.725 0.3 0.2 0.1 -0.650
O -1.111 -2.265 -2.381 0.2 -0.3 0.1 -0.418
C 0.157 -1.048 0.190 0.3 0.2 0.2 -0.264
C 0.674 -0.723 1.551 -1.0 -0.2 0.3 0.277
C 0.049 -0.605 2.757 0.2 -0.2 -0.6 -0.308
C 1.050 -0.236 3.690 0.6 0.1 -0.2 -0.329
C 2.214 -0.150 2.986 -0.2 0.1 0.9 0.293
C 3.597 0.203 3.400 -0.2 -0.1 -0.3 -0.650
O 1.989 -0.450 1.689 0.3 0.1 -0.3 -0.410
H 0.478 2.274 2.152 -0.1 -0.1 0.1 0.207
H 0.298 3.986 1.768 -0.1 0.1 0.1 0.196
H 1.890 3.323 2.140 0.1 0.0 0.1 0.206
H 1.802 1.936 0.067 0.1 0.0 -0.1 0.219
H 1.683 3.664 -0.286 0.1 0.0 0.0 0.195
H 0.054 2.651 -1.661 -0.1 0.1 -0.1 0.193
H -0.879 3.310 -0.319 -0.1 0.1 -0.1 0.200
H -1.676 1.052 -0.814 0.0 -0.1 0.1 0.183
H -0.897 1.086 0.774 -0.1 0.0 0.0 0.208
H 1.063 -0.850 -2.293 0.0 0.1 -0.1 0.215
H 0.302 0.713 -2.655 0.0 -0.1 -0.1 0.218
H -2.478 0.562 -3.244 0.0 0.2 0.0 0.225
H -4.073 -1.597 -3.553 -0.2 -0.1 -0.1 0.224
H -2.559 -4.489 -1.706 0.0 -0.1 0.0 0.224
H -1.980 -4.683 -3.359 0.0 -0.1 0.0 0.224
H -3.680 -4.278 -3.064 0.0 0.0 0.0 0.228
H 0.788 -1.822 -0.257 -0.1 -0.1 0.0 0.218
H -0.866 -1.448 0.288 0.1 0.0 0.0 0.189
H -0.991 -0.764 2.960 -0.2 0.0 -0.1 0.225
H 0.918 -0.055 4.737 0.1 0.1 0.2 0.224
H 3.611 0.452 4.457 0.0 0.0 0.0 0.227
H 3.957 1.056 2.826 0.1 0.1 0.0 0.225
H 4.275 -0.631 3.221 0.1 0.0 0.0 0.224
```
Forces are in eV/Å.

Its SMILES is CCCCN(Cc1ccc(C)o1)Cc1ccc(C)o1. Its HOMO energy is -8.06 eV. As for the frontier orbital gap: 9.0 eV. The energy above the lowest of the compared OMol25 structures with the same formula, charge and spin is 44.10 kcal per mole.


C23H41F6N3O4S2Zr | ωB97M-V with the def2-TZVPD basis set

Structure (XYZ):
```
80
Properties=species:S:1:pos:R:3:forces:R:3:mulliken_charge:R:1
Zr -0.131 -0.369 -0.431 1.9 -2.2 0.7 0.957
C 1.807 1.093 -0.442 0.3 0.0 0.6 -1.199
C 0.967 1.606 0.595 0.4 0.1 0.1 1.149
C 0.857 0.539 1.567 0.3 0.0 0.5 -1.280
C 1.680 -0.543 1.112 0.5 0.6 0.2 -0.336
C 2.289 -0.195 -0.118 0.4 0.4 0.2 1.055
C 3.396 -0.854 -0.931 -0.2 -0.2 -0.2 1.698
C 3.746 -2.283 -0.462 0.0 0.1 0.1 -1.390
C 2.987 -0.853 -2.425 0.3 0.1 0.2 -1.608
C 4.650 0.018 -0.739 -0.1 0.0 0.1 -1.697
C 0.155 0.409 2.929 -0.2 -0.1 0.0 1.920
C -0.122 -1.083 3.243 0.1 0.2 0.1 -2.043
C 1.091 0.923 4.034 0.0 0.1 -0.1 -1.616
C -1.180 1.166 2.964 0.3 0.0 0.1 -1.655
C 0.669 3.124 0.636 -0.3 0.2 0.0 1.566
C -0.800 3.531 0.438 0.0 0.0 0.1 -1.585
C 1.461 3.844 -0.472 0.0 -0.1 0.1 -1.983
C 1.190 3.692 1.967 0.0 -0.1 0.0 -1.679
H 2.199 1.678 -1.256 -0.3 -0.1 -0.2 0.927
H 1.940 -1.393 1.724 -0.3 -0.2 -0.2 0.441
H 3.235 -3.069 -1.026 0.0 0.0 0.0 0.488
H 3.565 -2.424 0.605 0.0 0.0 0.0 0.138
H 4.809 -2.458 -0.617 0.0 -0.1 -0.1 0.467
H 1.914 -1.043 -2.567 0.0 -0.1 -0.1 0.163
H 3.546 -1.609 -2.976 0.0 0.0 0.0 0.477
H 3.211 0.108 -2.888 -0.1 0.0 0.0 0.361
H 4.969 -0.003 0.304 0.0 0.0 0.0 0.386
H 4.468 1.056 -1.018 0.0 0.0 0.0 0.366
H 5.464 -0.363 -1.355 0.0 0.0 0.0 0.526
H 0.755 -1.561 3.682 0.0 -0.1 -0.1 0.397
H -0.416 -1.656 2.361 -0.1 -0.1 0.0 0.437
H -0.917 -1.162 3.985 0.0 0.0 0.0 0.422
H 1.295 1.985 3.934 0.0 0.0 0.1 0.260
H 2.044 0.392 4.004 0.0 0.0 0.0 0.372
H 0.635 0.749 5.009 0.0 0.0 0.0 0.488
H -1.795 0.923 2.092 -0.2 0.1 0.0 0.301
H -1.022 2.239 2.991 -0.1 0.0 -0.1 0.152
H -1.737 0.909 3.865 0.0 -0.1 0.0 0.606
H -1.127 3.359 -0.586 0.0 0.0 0.0 0.264
H -0.890 4.601 0.628 0.0 0.0 0.0 0.685
H -1.491 3.019 1.101 0.0 0.0 0.0 0.039
H 1.148 3.548 -1.474 0.0 0.0 0.0 0.295
H 2.537 3.699 -0.363 0.0 0.0 0.0 0.326
H 1.269 4.913 -0.384 0.0 0.0 0.0 0.501
H 0.543 3.461 2.809 0.0 0.0 0.0 0.198
H 1.242 4.778 1.891 0.0 0.0 0.0 0.553
H 2.194 3.322 2.180 0.0 0.0 0.0 0.353
N -1.947 -1.681 0.306 -0.3 0.1 0.2 -0.013
C -2.295 -3.140 0.314 0.2 -0.3 -0.1 -1.073
C -2.295 -3.763 -1.087 0.3 0.0 0.1 -0.506
C -0.958 -4.350 -1.552 -0.1 0.2 0.0 -1.097
C 0.123 -3.338 -1.893 -0.2 -0.4 0.0 -0.411
N 0.537 -2.557 -0.671 0.3 -0.3 -0.8 -0.164
H -2.274 -1.297 1.191 -0.1 0.1 0.1 0.248
H -2.587 -1.299 -0.387 -0.4 0.0 0.2 0.218
H -3.294 -3.242 0.737 0.0 0.1 0.1 0.611
H -1.609 -3.669 0.979 0.0 0.0 0.1 0.430
H -2.659 -3.031 -1.814 -0.1 0.0 0.0 0.317
H -3.018 -4.578 -1.075 -0.1 0.0 0.0 0.379
H -1.135 -4.950 -2.445 0.0 0.0 0.0 0.452
H -0.580 -5.035 -0.785 0.0 -0.1 0.0 0.366
H -0.225 -2.657 -2.664 0.0 0.0 0.0 0.302
H 0.986 -3.875 -2.288 0.1 0.1 0.1 0.498
H 1.550 -2.499 -0.700 0.1 -0.1 0.1 -0.413
H 0.352 -3.165 0.123 0.0 0.2 0.2 0.368
F -1.467 2.930 -3.188 -0.3 0.1 0.2 -0.129
C -1.175 1.679 -3.191 0.8 0.1 -0.1 0.912
F 0.076 1.511 -2.653 -0.2 0.5 -0.5 -0.124
F -1.199 1.167 -4.390 -0.2 -0.1 0.0 -0.200
S -2.080 0.500 -2.023 -1.5 -0.3 -0.8 0.516
O -1.133 -0.634 -2.262 -0.5 -0.7 -0.9 -0.717
O -1.653 0.948 -0.667 -1.0 1.6 0.3 0.154
N -3.519 -0.052 -2.133 0.4 0.3 -0.4 -0.531
S -4.555 1.232 -1.916 0.4 1.0 0.7 0.969
O -3.621 2.346 -1.881 -0.5 0.1 0.1 -0.560
O -5.697 1.253 -2.730 -0.2 -0.4 -0.3 -0.571
C -5.150 0.941 -0.157 0.1 -0.4 0.0 0.712
F -5.633 2.033 0.369 -0.1 0.2 -0.3 -0.198
F -4.112 0.526 0.596 0.1 0.0 -0.1 -0.194
F -6.052 -0.019 -0.184 -0.1 0.0 0.0 -0.216
```
Forces are in eV/Å.

As for the net charge: +2. Its HOMO energy is -15.47 eV. As for the frontier orbital gap: 8.0 eV. The energy above the lowest of the compared OMol25 structures with the same formula, charge and spin is 36.05 kcal per mole.


C3H6BrN4O2 | ωB97M-V with the def2-TZVPD basis set

Structure (XYZ):
```
16
Properties=species:S:1:pos:R:3:forces:R:3:nbo_charge:R:1
C -2.571 -0.612 0.760 -1.9 0.6 3.2 -0.458
N -1.489 -0.110 0.069 4.1 2.4 -2.6 -0.260
C -0.456 0.361 -0.266 -5.1 -1.9 0.9 0.738
N 0.697 0.735 -0.660 0.4 1.9 -1.8 -0.447
C 1.749 0.254 0.203 1.3 -3.5 -1.3 -0.070
N 1.004 -0.614 1.076 0.7 -1.0 2.4 -0.724
Br 0.862 -2.465 0.792 0.2 0.4 -0.4 0.240
N 0.881 1.403 -2.235 -2.8 0.1 0.4 0.717
O -0.119 1.914 -2.622 0.9 -0.5 1.0 -0.225
O 1.911 1.180 -2.687 1.8 -0.3 0.0 -0.183
H -3.267 0.322 1.117 1.5 -2.6 -1.0 0.263
H -3.107 -1.427 0.222 0.3 0.9 0.3 0.266
H -2.078 -1.071 1.714 -1.1 0.7 -1.5 0.263
H 2.558 -0.254 -0.433 -1.1 0.7 0.9 0.230
H 2.189 0.916 0.864 0.8 2.2 0.7 0.228
H 1.235 -0.531 2.087 0.0 0.1 -1.2 0.422
```
Forces are in eV/Å.

As for the net charge: +1. Its SMILES is C[N+]#CN(CNBr)[N+](=O)[O-]. Its HOMO energy is -13.72 eV. As for the frontier orbital gap: 8.6 eV. The energy above the lowest of the compared OMol25 structures with the same formula, charge and spin is 119.00 kcal per mole.


C17H20HfN7OS2 | ωB97M-V with the def2-TZVPD basis set

Structure (XYZ):
```
48
Properties=species:S:1:pos:R:3:forces:R:3:nbo_charge:R:1
Hf -0.031 1.357 -0.514 0.2 -1.5 0.0 2.744
N 3.446 -0.565 -0.212 0.2 0.1 -0.1 -0.753
C 3.393 0.772 -0.198 0.2 -0.1 0.0 0.286
N 2.272 1.502 -0.240 -0.5 0.7 0.2 -0.766
C 2.609 2.874 -0.210 0.5 0.1 0.1 0.158
C 3.930 3.132 -0.145 -0.2 0.1 -0.1 -0.404
S 4.850 1.686 -0.135 -0.2 -0.1 0.0 0.571
C 1.566 3.895 -0.218 0.2 0.6 0.1 0.062
C 1.771 5.220 -0.109 0.0 -0.3 0.0 -0.363
S 0.291 6.097 -0.123 -0.2 -0.2 0.0 0.578
C -0.584 4.622 -0.277 -0.2 0.3 0.0 0.307
N 0.202 3.525 -0.319 0.3 -0.9 -0.2 -0.804
N -1.909 4.613 -0.341 0.1 0.1 -0.1 -0.723
H 2.621 -1.121 -0.123 0.0 0.0 0.0 0.396
H 4.342 -1.025 -0.161 0.0 -0.1 0.0 0.440
H 4.424 4.089 -0.105 0.0 0.0 0.0 0.285
H 2.709 5.741 -0.014 0.0 0.0 0.0 0.284
H -2.414 5.487 -0.336 -0.1 0.0 0.0 0.448
H -2.448 3.776 -0.480 0.1 -0.1 0.0 0.428
C -2.195 1.345 -0.179 -0.1 0.3 0.3 -1.159
C -2.457 -0.111 0.151 0.0 0.1 0.1 -0.072
C -2.812 -1.032 -0.835 0.0 0.1 0.0 -0.192
C -3.097 -2.348 -0.492 0.0 0.0 -0.1 -0.213
C -3.030 -2.759 0.835 0.0 0.0 0.0 -0.207
C -2.682 -1.845 1.821 0.1 0.0 0.1 -0.183
C -2.383 -0.534 1.482 -0.1 0.1 -0.1 -0.247
H -2.523 1.948 0.677 -0.1 0.0 -0.1 0.276
H -2.802 1.631 -1.048 0.1 0.1 0.0 0.285
H -2.934 -0.705 -1.862 0.0 0.0 0.0 0.226
H -3.428 -3.041 -1.256 0.0 0.0 0.0 0.247
H -3.304 -3.771 1.103 0.0 0.0 0.0 0.250
H -2.688 -2.147 2.862 0.0 0.0 0.0 0.245
H -2.185 0.197 2.261 0.0 -0.1 0.0 0.225
C 0.591 -4.587 0.034 0.1 -0.3 0.1 -0.434
N 0.478 -3.153 -0.218 0.0 0.2 0.0 -0.333
C 0.307 -2.596 -1.549 -0.1 0.0 -0.3 -0.325
C 0.251 -1.140 -1.222 0.2 -0.5 0.5 0.699
O 0.107 -0.145 -1.998 -0.1 0.6 -0.1 -0.723
N 0.412 -0.933 0.087 0.1 0.5 -0.5 -0.712
C 0.544 -2.179 0.674 -0.1 -0.2 0.1 0.675
N 0.788 -2.330 1.958 0.0 0.0 -0.1 -0.725
H 0.065 -5.127 -0.751 0.0 0.1 0.0 0.261
H 0.122 -4.844 0.983 0.0 0.0 0.0 0.238
H 1.633 -4.907 0.040 0.0 0.0 0.0 0.244
H -0.609 -2.942 -2.033 0.0 0.0 0.0 0.298
H 1.148 -2.833 -2.211 0.0 0.1 0.0 0.288
H 0.727 -1.545 2.586 0.0 0.0 0.0 0.444
H 0.916 -3.246 2.362 0.0 0.0 0.0 0.449
```
Forces are in eV/Å.

As for the net charge: +3. Its HOMO energy is -16.81 eV. As for the frontier orbital gap: 6.1 eV. The energy above the lowest of the compared OMol25 structures with the same formula, charge and spin is 31.44 kcal per mole.